(1)
The following is a DFT calculation (the ωB97M-V functional and the def2-TZVPD basis) of the ion C5H12N with charge +1 in a non-equilibrium geometry.

Values from the calculation:
**Strongest force on any atom**: 5.533 eV/A
**Energy**: -6861.1566 eV
**Energy relative to the best compared isomer or geometry (same formula, charge and spin)**: 55.4 kcal/mol
**Total charge**: +1

Last column: Löwdin charge in e.
Element x y z (Å)
1 C -1.44379 0.11073 0.64254  -0.1975
2 C -0.55977 -0.24910 -0.27815  -0.0074
3 C -2.90972 0.01303 0.54912  -0.0757
4 C 1.93711 -1.18644 -0.11544  -0.0538
5 C 1.11127 0.04603 0.18139  -0.3220
6 N 1.49716 1.14919 -0.68994  0.1616
7 H -1.16640 0.74196 1.39272  0.0769
8 H -0.72413 -0.71538 -1.19216  0.0810
9 H -3.11727 -0.53991 -0.39293  0.0950
10 H -3.27008 1.06356 0.49419  0.1007
11 H -3.30608 -0.45844 1.47397  0.1021
12 H 2.97675 -1.05975 -0.02180  0.0661
13 H 1.59967 -1.86940 0.62752  0.0854
14 H 1.67733 -1.51358 -1.20124  0.1299
15 H 0.91861 0.21100 1.26738  0.1523
16 H 1.85599 0.84204 -1.67154  0.2180
17 H 2.31138 1.62309 -0.28663  0.1691
18 H 0.61195 1.79136 -0.77901  0.2183

(2)
The following is a DFT calculation (the ωB97M-V functional and the def2-TZVPD basis) of an isolated molecule of C5H12N2 in a non-equilibrium geometry.

Values from the calculation:
**Strongest force on any atom**: 5.113 eV/A
**Energy**: -8357.0203 eV
**Energy relative to the best compared isomer or geometry (same formula, charge and spin)**: 71.9 kcal/mol

Last column: Löwdin charge in e.
Element x y z (Å)
1 C -0.75312 0.76404 1.20076  -0.0738
2 C 0.61858 -0.00158 1.21133  -0.4012
3 C 0.97552 -0.43807 -0.26657  -0.1504
4 C 0.23172 -0.12367 -1.51902  -0.3898
5 C -0.99633 -0.65291 -1.78079  0.0429
6 N 0.26397 1.29118 -1.88386  0.0164
7 N 0.39112 -1.01448 2.25596  -0.0153
8 H -1.12538 1.02786 2.16967  0.0608
9 H -0.58398 1.72736 0.62100  0.0872
10 H -1.35240 0.02571 0.77857  0.0384
11 H 1.38128 0.66160 1.72822  0.1420
12 H 1.99767 0.03959 -0.48182  0.1218
13 H 1.18101 -1.52945 -0.30764  0.1110
14 H -1.58555 0.05299 -2.44803  0.0806
15 H -1.39039 -1.65618 -1.80780  0.0513
16 H 0.05566 1.31638 -2.88702  0.0703
17 H -0.51133 1.70934 -1.37178  0.0521
18 H 0.08491 -1.90684 1.83466  0.0722
19 H 1.11705 -1.29288 2.95416  0.0835

(3)
The following is a DFT calculation (the ωB97M-V functional and the def2-TZVPD basis) of an isolated molecule of C5H12N2 in a non-equilibrium geometry.

Values from the calculation:
**Strongest force on any atom**: 5.266 eV/A
**Energy**: -8357.7442 eV
**Energy relative to the best compared isomer or geometry (same formula, charge and spin)**: 55.2 kcal/mol

Last column: Löwdin charge in e.
Element x y z (Å)
1 C 1.13665 0.34376 1.52134  -0.0838
2 C 1.17256 -0.31588 0.15019  -0.4633
3 C 0.83379 0.63679 -1.01934  -0.1742
4 C -1.55384 0.20402 -0.79882  -0.2889
5 C -1.22596 -0.91011 0.27999  -0.1842
6 H 0.27761 0.99867 1.54085  0.0488
7 H 2.10013 0.93161 1.82669  0.1022
8 H 1.17069 -0.48433 2.32037  0.1051
9 H 2.11733 -0.98227 -0.11208  0.1725
10 H 1.42130 1.55247 -1.23973  0.1079
11 H 0.85517 -0.01010 -2.00068  0.1358
12 H -0.73364 1.97646 -0.34524  0.1281
13 H -2.46214 0.86291 -0.35547  0.1433
14 H -1.95935 -0.26596 -1.71737  0.0978
15 H -1.91201 -1.78150 0.04808  0.1223
16 H -1.23368 -0.45194 1.32870  0.1097
17 H 0.38364 -2.17598 -0.50586  0.1570
18 N -0.58311 1.19086 -1.06864  -0.1077
19 N 0.19486 -1.31946 0.14700  -0.1283

(4)
The following is a DFT calculation (the ωB97M-V functional and the def2-TZVPD basis) of a cluster of 2 separate species, C5H12N2 in total in a non-equilibrium geometry.

Values from the calculation:
**Strongest force on any atom**: 2.952 eV/A
**Energy**: -8358.3709 eV
**Energy relative to the best compared isomer or geometry (same formula, charge and spin)**: 40.7 kcal/mol

Last column: Löwdin charge in e.
Element x y z (Å)
1 C -0.65475 0.65891 -1.57663  -0.1883
2 C 0.21404 1.04558 -2.75563  -0.1667
3 C 0.98523 -0.00991 0.72058  -0.2419
4 N 1.86305 -0.91790 0.65596  0.1081
5 H 2.79425 -0.60205 0.39882  0.0559
6 H 1.16700 1.06144 0.59790  0.1101
7 H -0.76751 1.48495 -0.87810  0.0534
8 H -1.66291 0.40759 -1.90344  0.0655
9 H -0.41375 1.65410 -3.40943  0.0635
10 H 0.62170 0.21020 -3.32420  0.0625
11 H 1.08435 1.64743 -2.49081  0.0590
12 C -0.43517 -1.61793 2.18522  -0.0550
13 C -0.28642 -0.24874 1.60758  -0.4209
14 N -0.99196 0.77135 1.83939  0.1386
15 H -1.87762 0.58285 2.30993  0.0607
16 H -0.26081 -0.22401 -0.93688  0.0634
17 H -0.12061 -2.36562 1.45911  0.0701
18 H -1.47357 -1.81662 2.44841  0.0759
19 H 0.21546 -1.72164 3.05222  0.0862

(5)
The following is a DFT calculation (the ωB97M-V functional and the def2-TZVPD basis) of a structure of composition C5H12N2 in a non-equilibrium geometry.

Values from the calculation:
**Strongest force on any atom**: 3.907 eV/A
**Energy**: -8354.3853 eV
**Energy relative to the best compared isomer or geometry (same formula, charge and spin)**: 132.6 kcal/mol

Last column: Löwdin charge in e.
Element x y z (Å)
1 C -1.11886 -0.85518 1.41308  -0.0006
2 C 1.83205 -0.01587 -1.18167  -0.0213
3 C -1.65796 0.48787 -0.96211  -0.0988
4 N 0.73252 1.24400 0.76758  0.0356
5 N 1.14229 -0.08722 1.24209  -0.0629
6 C 0.72284 0.14070 -0.16282  -0.5336
7 C -0.60038 -0.45357 -0.44441  -0.2069
8 H 1.56770 1.81847 0.65343  0.0877
9 H 1.44978 -0.09306 2.21944  0.1296
10 H -0.52231 -1.38735 -1.00161  0.1163
11 H -0.64365 -1.32197 2.26930  0.0325
12 H -1.53524 0.11402 1.65732  0.0378
13 H -1.85535 -1.58541 1.10177  0.0204
14 H 1.61565 0.59001 -2.06098  0.0810
15 H 2.79767 0.26911 -0.76145  0.0786
16 H 1.90432 -1.05748 -1.49433  0.0798
17 H -2.65953 0.09859 -0.74003  0.0778
18 H -1.58873 1.45869 -0.47211  0.0725
19 H -1.58282 0.63565 -2.04248  0.0743

(6)
The following is a DFT calculation (the ωB97M-V functional and the def2-TZVPD basis) of an isolated molecule of C5H12N2 in a non-equilibrium geometry.

Values from the calculation:
**Strongest force on any atom**: 6.739 eV/A
**Energy**: -8356.6088 eV
**Energy relative to the best compared isomer or geometry (same formula, charge and spin)**: 81.3 kcal/mol

Last column: Löwdin charge in e.
Element x y z (Å)
1 C -0.05781 0.36697 0.58640  -0.3341
2 C -1.50355 0.83513 0.64010  -0.0796
3 C 0.94906 1.81634 0.57635  -0.0532
4 N -0.37640 -1.63099 -0.54362  -0.1306
5 C 0.44245 -0.20630 -0.64563  -0.2625
6 N -0.13013 -2.51386 0.51926  -0.0442
7 C 1.08875 0.09663 -1.75953  0.0453
8 H -0.64233 -2.07422 -1.42826  0.0962
9 H 0.28493 -0.15707 1.47864  0.1214
10 H 0.34676 -3.35813 0.20360  0.0685
11 H -1.00636 -2.81553 0.94636  0.0710
12 H -1.62563 1.62506 1.38676  0.0728
13 H -2.15307 0.00122 0.91368  0.0675
14 H -1.83381 1.23085 -0.32347  0.0852
15 H 0.63852 2.52109 -0.19730  0.0586
16 H 2.01606 1.59633 0.51985  0.0573
17 H 0.73804 2.26814 1.54774  0.0466
18 H 1.59656 1.04570 -1.88669  0.0559
19 H 1.22794 -0.64735 -2.53422  0.0578

(7)
The following is a DFT calculation (the ωB97M-V functional and the def2-TZVPD basis) of a cluster of 3 separate species, C5H12N2 in total in a non-equilibrium geometry.

Values from the calculation:
**Strongest force on any atom**: 2.103 eV/A
**Energy**: -8356.2875 eV
**Energy relative to the best compared isomer or geometry (same formula, charge and spin)**: 88.8 kcal/mol

Last column: Löwdin charge in e.
Element x y z (Å)
1 C 1.74436 -0.84150 0.30646  -0.3044
2 C 2.27166 -0.11960 -0.88839  -0.0814
3 C -1.71200 1.78060 0.95621  -0.0799
4 C -1.54476 -0.64424 -0.76737  -0.1488
5 C -0.46019 1.02447 0.85833  -0.2546
6 N 0.79892 -1.73049 0.14263  0.0374
7 N 0.66072 0.87560 1.16458  0.1448
8 H 2.38161 -0.87922 1.18486  0.1131
9 H 0.60981 -2.28510 0.97241  0.0936
10 H -0.27491 -1.25723 -0.30670  0.0365
11 H 2.66683 0.85415 -0.60477  0.0706
12 H 1.48246 0.02002 -1.62614  0.0799
13 H 3.07530 -0.70679 -1.33936  0.0828
14 H -2.47242 1.17880 1.45098  0.0818
15 H -1.53950 2.68968 1.53408  0.0848
16 H -2.07940 2.04005 -0.03595  0.0771
17 H -2.43993 -0.66248 -0.15006  -0.0158
18 H -1.57847 -1.53708 -1.39952  -0.0060
19 H -1.59008 0.20035 -1.45227  -0.0113

(8)
The following is a DFT calculation (the ωB97M-V functional and the def2-TZVPD basis) of an isolated molecule of C5H12N2 in a non-equilibrium geometry.

Values from the calculation:
**Strongest force on any atom**: 1.613 eV/A
**Energy**: -8358.2882 eV
**Energy relative to the best compared isomer or geometry (same formula, charge and spin)**: 42.6 kcal/mol

Last column: Löwdin charge in e.
Element x y z (Å)
1 C 0.27806 0.52603 -0.23898  -0.2212
2 C 0.73417 -0.97642 -0.23069  -0.1880
3 C 1.05162 -1.34776 -1.63554  -0.2247
4 C 2.20820 -1.78230 -2.11023  -0.0043
5 N -1.12980 0.76056 0.08270  -0.0810
6 C -1.39303 0.63451 1.51470  -0.3348
7 N -1.50707 1.92862 2.18586  -0.0077
8 H 0.42215 0.92755 -1.24192  0.1049
9 H 0.81004 1.14430 0.46486  0.1025
10 H 1.62874 -1.00673 0.39361  0.1069
11 H -0.10211 -1.54176 0.17633  0.1087
12 H 0.15874 -1.44701 -2.24988  0.1061
13 H 2.46877 -2.10991 -3.10771  0.0488
14 H 2.94223 -2.15692 -1.39266  0.0587
15 H -1.82009 0.26858 -0.46341  0.0992
16 H -0.69014 0.01653 2.07119  0.1099
17 H -2.36225 0.16899 1.71158  0.1046
18 H -0.58574 2.32390 2.34451  0.0506
19 H -1.98241 2.61671 1.61516  0.0609

Q: Which of these has the lowest energy?
A: number 4

Q: Look up the strongest force on any atom of the first one.
A: 5.533 eV/A

Q: What is the energy in the fourth record?
A: -8358.3709 eV

Repeat the sixth record exactly.
The following is a DFT calculation (the ωB97M-V functional and the def2-TZVPD basis) of an isolated molecule of C5H12N2 in a non-equilibrium geometry.

Values from the calculation:
**Strongest force on any atom**: 6.739 eV/A
**Energy**: -8356.6088 eV
**Energy relative to the best compared isomer or geometry (same formula, charge and spin)**: 81.3 kcal/mol

Last column: Löwdin charge in e.
Element x y z (Å)
1 C -0.05781 0.36697 0.58640  -0.3341
2 C -1.50355 0.83513 0.64010  -0.0796
3 C 0.94906 1.81634 0.57635  -0.0532
4 N -0.37640 -1.63099 -0.54362  -0.1306
5 C 0.44245 -0.20630 -0.64563  -0.2625
6 N -0.13013 -2.51386 0.51926  -0.0442
7 C 1.08875 0.09663 -1.75953  0.0453
8 H -0.64233 -2.07422 -1.42826  0.0962
9 H 0.28493 -0.15707 1.47864  0.1214
10 H 0.34676 -3.35813 0.20360  0.0685
11 H -1.00636 -2.81553 0.94636  0.0710
12 H -1.62563 1.62506 1.38676  0.0728
13 H -2.15307 0.00122 0.91368  0.0675
14 H -1.83381 1.23085 -0.32347  0.0852
15 H 0.63852 2.52109 -0.19730  0.0586
16 H 2.01606 1.59633 0.51985  0.0573
17 H 0.73804 2.26814 1.54774  0.0466
18 H 1.59656 1.04570 -1.88669  0.0559
19 H 1.22794 -0.64735 -2.53422  0.0578